A gas-phase ion, C4H5N2O2S (charge +1) in a non-equilibrium geometry. Source: OMol25; level of theory: ωB97M-V with the def2-TZVPD basis set.

The geometry in XYZ format:
```
14
Properties=species:S:1:pos:R:3:forces:R:3
C -2.463 -0.421 -0.375 0.0520 1.6222 0.0138
C -1.793 0.890 -0.183 -3.4067 -3.1732 -0.0772
C 0.645 0.321 0.182 -0.4346 1.0936 -0.4443
C 0.753 -1.034 -0.227 2.6413 0.2517 0.6935
N -0.512 1.037 0.229 2.1531 2.4441 1.3945
N 2.096 -1.476 -0.310 -3.7880 0.3146 0.2081
O -2.534 1.848 -0.133 -0.1534 0.6001 -0.3438
O 1.733 1.094 0.489 -2.7028 1.2991 0.7813
S -3.639 -1.401 -0.537 1.1335 0.4094 0.0083
H -0.145 -1.701 -0.336 1.3790 0.7238 0.0122
H -0.505 2.084 0.614 0.2440 -2.7700 -1.0645
H 2.269 -2.449 -0.118 0.2701 -0.1326 -0.2761
H 1.290 2.004 0.814 2.2663 -2.7276 -1.0043
H 2.805 -0.796 -0.109 0.3462 0.0448 0.0984
```
Positions in Å, forces in eV/Å.

Results
Kohn-Sham gap (alpha / beta) (eV): 5.025 / 8.444
Relative energy (zero: lowest compared OMol25 entry of this formula, charge and spin) (kcal per mole): 50.5
LUMO energy (alpha / beta) (eV): -6.52 / -4.94
Strongest force on any atom (eV Å⁻¹): 4.656
Net charge: +1

***

A gas-phase ion, C4H5N2O4PS (charge -2) in a non-equilibrium geometry. Source: OMol25; level of theory: ωB97M-V with the def2-TZVPD basis set.

The geometry in XYZ format:
```
17
Properties=species:S:1:pos:R:3:forces:R:3
C -1.286 -1.556 -0.554 1.2102 0.2251 -0.8424
C 1.269 -0.324 0.502 3.5833 -1.8220 0.7787
C -0.733 1.015 0.021 0.9471 0.1305 -0.2628
C -2.928 0.297 0.372 0.1461 -1.1858 -0.0550
N 0.690 0.677 -0.034 -6.5854 3.8555 -1.5683
N -1.544 -0.041 0.128 -0.6012 0.7407 0.6876
O -1.872 -2.368 0.069 -0.8729 -0.7893 0.5191
O 3.774 -0.580 1.551 -0.1618 -0.0417 -0.3232
O -1.075 2.224 -0.022 0.5191 -1.1173 -0.0431
O 3.184 -1.640 -0.751 -2.2610 2.3289 -1.5501
P 3.050 -0.281 0.276 1.7251 -2.2794 0.6675
S 3.837 1.239 -0.827 -1.0068 -0.1594 0.2925
H -3.450 0.675 -0.459 -0.3472 0.9139 -1.8222
H -3.546 -0.584 0.574 0.5715 -0.1796 0.7328
H -3.015 1.074 1.085 -0.1447 0.5272 1.1852
H 1.157 1.433 -0.479 1.0898 0.6068 -0.1506
H 2.488 -1.261 -1.453 2.1886 -1.7540 1.7542
```
Positions in Å, forces in eV/Å.

Results
Kohn-Sham gap (alpha / beta) (eV): 4.971 / 6.248
LUMO energy (alpha / beta) (eV): 5.66 / 5.50
Spin multiplicity: 3
⟨S²⟩: 2.0082
Strongest force on any atom (eV Å⁻¹): 7.790
Net charge: -2

***

C4H5N2OP in the gas phase in a non-equilibrium geometry. Source: OMol25; level of theory: ωB97M-V with the def2-TZVPD basis set.

The geometry in XYZ format:
```
13
Properties=species:S:1:pos:R:3:forces:R:3
C -0.594 -1.390 -0.057 -0.5134 0.9741 0.3287
C -0.216 -0.134 0.030 1.5739 2.5953 0.7181
C 1.249 0.150 0.119 -0.3412 0.8980 -1.1564
C 1.671 1.698 0.215 0.1612 -3.2931 -0.0595
N -1.832 -1.887 -0.138 1.1311 -2.7577 0.3737
N -2.877 -1.379 -0.396 -0.1360 0.6876 0.0869
O 2.024 -0.744 -0.109 1.0800 0.0954 0.4742
P -4.270 -0.957 -0.644 -2.0197 0.8795 -0.5058
H 0.190 -2.065 0.087 0.8476 -1.4488 -0.2247
H 2.293 1.798 1.079 0.2683 0.2143 0.7570
H 0.765 2.245 0.305 -0.3591 0.9854 -0.2382
H 2.330 1.864 -0.634 -0.4352 0.3871 -0.2315
H -0.733 0.799 0.143 -1.2577 -0.2171 -0.3224
```
Positions in Å, forces in eV/Å.

Results
Kohn-Sham gap (alpha / beta) (eV): 7.504 / 7.506
Relative energy (zero: lowest compared OMol25 entry of this formula, charge and spin) (kcal per mole): 60.8
LUMO energy (alpha / beta) (eV): -0.70 / -0.70
Strongest force on any atom (eV Å⁻¹): 3.298

***

> Among the records above, which one has the highest strongest force on any atom?

C4H5N2O4PS

***

> Which formula does entry 2 have?

C4H5N2O4PS

***

> The lowest strongest force on any atom belongs to which entry?

C4H5N2OP